Record 1
{
  "formula": "C20H34IrP",
  "method": "the ωB97M-V functional and the def2-TZVPD basis",
  "species": ["C", "C", "C", "C", "H", "H", "H", "H", "H", "H", "H", "H", "H", "C", "C", "C", "H", "C", "C", "H", "H", "H", "H", "C", "C", "C", "H", "C", "C", "H", "H", "H", "H", "Ir", "C", "C", "P", "C", "C", "C", "C", "H", "H", "H", "H", "H", "H", "H", "H", "H", "H", "H", "H", "H", "H", "H"],
  "positions_angstrom": [[-0.3321, 0.5748, -3.9450], [0.1969, 1.9572, -4.0694], [0.4707, -0.4972, -4.5824], [-1.8048, 0.4969, -4.1111], [0.3843, -0.4254, -5.6827], [0.1358, -1.4974, -4.2890], [1.5325, -0.4030, -4.3376], [0.0338, 2.3433, -5.0903], [1.2704, 2.0072, -3.8749], [-0.3271, 2.6307, -3.3823], [-2.0897, 0.7699, -5.1425], [-2.2963, 1.2092, -3.4404], [-2.1960, -0.5049, -3.9230], [1.7275, -0.0216, 0.6045], [2.2511, -0.7453, -0.5179], [2.0702, 0.0639, -1.6883], [2.6946, -1.7360, -0.4869], [1.4551, 1.2994, -1.2793], [1.2528, 1.2497, 0.1281], [0.8102, 2.0404, 0.7303], [1.7029, -0.3563, 1.6374], [2.3567, -0.2150, -2.6956], [1.1690, 2.1314, -1.9115], [-1.8710, -0.8572, 0.1041], [-0.9238, -1.8847, 0.4397], [-0.5042, -2.5141, -0.7822], [-0.6003, -2.1405, 1.4453], [-1.1655, -1.8502, -1.8688], [-2.0072, -0.8194, -1.3120], [-2.6265, -0.1182, -1.8589], [-2.3913, -0.2176, 0.8113], [0.1981, -3.3394, -0.8676], [-1.0498, -2.0945, -2.9187], [0.1311, -0.4402, -0.8084], [-1.7242, -0.4491, 4.6783], [-2.2135, 0.7185, 3.8237], [-0.9453, 1.2275, 2.5847], [-1.9462, 2.3715, 1.5164], [-2.5028, 3.6204, 2.1887], [0.1522, 2.4000, 3.5165], [-0.2872, 2.8774, 4.8939], [-1.5488, -1.3423, 4.0645], [-2.4877, -0.7042, 5.4222], [-0.7953, -0.2166, 5.2119], [-3.1053, 0.4208, 3.2485], [-2.4781, 1.5890, 4.4380], [-1.3037, 2.6332, 0.6606], [-2.7670, 1.7583, 1.1170], [-1.7158, 4.3249, 2.4830], [-3.1535, 4.1360, 1.4742], [-3.1099, 3.3813, 3.0704], [1.0997, 1.8411, 3.6035], [0.3489, 3.2558, 2.8506], [-0.3811, 2.0530, 5.6115], [0.4780, 3.5618, 5.2829], [-1.2340, 3.4329, 4.8715]],
  "forces_ev_per_a": [[-0.11, 0.25, -0.97], [0.17, 0.22, 0.08], [0.22, -0.24, -0.09], [-0.28, -0.08, 0.07], [0.03, -0.07, 0.18], [0.15, 0.13, -0.22], [-0.18, -0.09, -0.26], [-0.01, -0.04, 0.12], [-0.05, 0.08, -0.15], [0.08, 0.10, -0.13], [0.04, -0.01, 0.14], [-0.13, -0.03, -0.17], [-0.06, 0.11, -0.14], [1.50, 0.29, 0.85], [1.57, 0.05, 0.46], [1.07, 0.33, -0.01], [-0.01, 0.33, -0.03], [1.05, 0.38, 0.38], [1.15, 0.97, 0.77], [0.41, -0.19, -0.26], [0.15, 0.08, -0.27], [0.05, 0.17, 0.43], [0.07, -0.34, 0.23], [-1.35, -0.77, 0.83], [-0.89, -1.29, 0.60], [-0.72, -1.37, 0.34], [-0.15, -0.04, -0.31], [-0.71, -0.80, 0.06], [-0.65, -0.79, 0.24], [0.21, -0.23, 0.19], [0.00, -0.42, -0.32], [-0.32, 0.19, 0.00], [-0.15, 0.01, 0.41], [-2.05, 3.09, -2.57], [-0.17, -0.25, 0.23], [0.12, -0.78, -0.40], [-1.37, 1.81, 0.32], [0.30, -0.51, -0.56], [-0.06, 0.16, 0.23], [0.95, -0.65, -0.54], [-0.22, 0.12, 0.35], [-0.03, 0.21, 0.14], [0.22, 0.01, -0.10], [-0.17, -0.02, -0.09], [0.22, 0.11, 0.20], [0.15, -0.12, -0.26], [-0.29, -0.03, 0.20], [0.20, 0.21, 0.04], [-0.16, -0.18, -0.03], [0.11, -0.05, 0.13], [0.13, 0.07, -0.19], [-0.07, 0.43, 0.07], [-0.04, -0.36, 0.11], [-0.01, 0.20, -0.19], [-0.15, -0.18, -0.10], [0.23, -0.18, -0.04]],
  "de_lowest_kj_mol": 0.00,
  "homo_lumo_gap_ev": [5.85, 4.84],
  "charge": 1,
  "multiplicity": 6,
  "total_energy_ev": -33404.160
}

***

Record 2
{
  "formula": "C20H35ClMgN5O4",
  "method": "the ωB97M-V functional and the def2-TZVPD basis",
  "species": ["Mg", "Cl", "O", "O", "O", "O", "C", "C", "C", "C", "N", "H", "H", "H", "H", "H", "H", "H", "C", "C", "C", "C", "N", "H", "H", "H", "H", "H", "H", "H", "C", "C", "C", "C", "N", "H", "H", "H", "H", "H", "H", "H", "C", "C", "C", "C", "N", "H", "H", "H", "H", "H", "H", "H", "C", "C", "C", "C", "N", "H", "H", "H", "H", "H", "H", "H"],
  "positions_angstrom": [[0.6772, 2.7780, -1.3708], [0.1989, -0.0959, 0.3318], [1.5718, 0.1748, 0.6297], [-0.0113, -1.3851, -0.2427], [-0.5851, 0.0657, 1.5193], [-0.1398, 0.8372, -0.6661], [3.2453, -4.6278, 1.0188], [2.5775, -3.3804, 1.6385], [3.1506, -2.8903, 2.9769], [3.2911, -3.7541, 4.0853], [3.4381, -4.4623, 4.9747], [2.8778, -5.4820, 1.5875], [4.3125, -4.4665, 1.1709], [3.0832, -4.7608, -0.0508], [1.5047, -3.5641, 1.6963], [2.7401, -2.5320, 0.9739], [2.4077, -2.2107, 3.3943], [4.1004, -2.3752, 2.8327], [-2.0859, -1.2699, -3.0251], [-3.5834, -1.4376, -2.8753], [-4.4208, -0.3055, -3.4249], [-4.1976, 1.0467, -2.9090], [-4.0168, 2.1044, -2.5665], [-1.4557, -1.8283, -2.3328], [-1.6810, -0.2601, -3.0921], [-1.6153, -1.7966, -3.8553], [-3.8519, -1.6235, -1.8354], [-3.8313, -2.3639, -3.3937], [-5.4607, -0.6184, -3.3310], [-4.2425, -0.3769, -4.4979], [5.4193, 1.9504, 3.0346], [4.4945, 2.2982, 1.8364], [3.4135, 3.3647, 2.1696], [2.4251, 3.4324, 1.0979], [1.6883, 3.5109, 0.2273], [5.9439, 2.8269, 3.4150], [6.1397, 1.1939, 2.7236], [4.8164, 1.5047, 3.8258], [3.9821, 1.4163, 1.4521], [5.0981, 2.6376, 0.9947], [3.9962, 4.2813, 2.2619], [2.8716, 3.1996, 3.1008], [-3.7393, -0.1577, 4.8278], [-2.3890, 0.4240, 5.1430], [-1.2325, -0.5151, 4.7729], [0.0843, 0.1636, 4.7371], [1.1236, 0.7515, 4.7197], [-3.8282, -1.2158, 5.0738], [-3.9388, -0.0737, 3.7595], [-4.6501, 0.2645, 5.2524], [-2.4352, 0.6994, 6.1966], [-2.3694, 1.4050, 4.6683], [-1.4341, -0.7804, 3.7350], [-1.2196, -1.3515, 5.4717], [-2.2279, 1.2435, -7.7577], [-1.8824, 1.0119, -6.2878], [-1.9379, 2.2638, -5.3425], [-0.9938, 2.1688, -4.1630], [-0.2686, 2.1902, -3.2620], [-1.5720, 1.9797, -8.2224], [-3.1885, 1.7514, -7.6720], [-2.2514, 0.3551, -8.3888], [-0.8384, 0.7048, -6.2243], [-2.5019, 0.2242, -5.8592], [-2.9256, 2.4925, -4.9421], [-1.6700, 3.2439, -5.7371]],
  "forces_ev_per_a": [[-1.19, -2.01, -0.05], [0.58, -2.94, 2.76], [1.22, -0.32, 0.39], [0.38, -0.12, 0.34], [-0.08, 0.25, -0.49], [-1.36, 4.40, -3.28], [0.77, 0.04, 1.36], [-1.15, 0.52, -1.18], [1.63, -1.39, -0.22], [-0.54, 2.44, -3.81], [0.48, -2.75, 3.58], [0.35, -0.26, -0.26], [0.18, -0.56, -0.10], [-0.46, 0.37, 0.15], [-0.05, 0.19, 0.05], [-0.33, 0.14, 0.09], [-0.99, 1.15, 0.14], [-0.05, 0.30, 0.19], [1.73, -0.59, -0.37], [0.72, -0.57, 0.94], [-0.42, -0.93, -0.81], [-0.47, -3.22, -1.13], [0.68, 2.77, 0.94], [-0.55, 0.45, 1.14], [-0.33, 0.16, 0.37], [-0.82, 0.22, -1.12], [0.11, 0.14, 0.12], [-0.42, 0.16, -0.10], [-0.17, 0.49, 0.23], [-0.05, 0.82, -0.22], [-0.91, -0.03, -0.57], [0.04, -0.65, 0.13], [0.68, -0.26, -0.15], [0.91, 0.54, 0.73], [-0.48, -0.28, -0.93], [-0.01, -0.08, -0.01], [0.09, 0.18, -0.04], [0.05, 0.15, 0.17], [0.05, -0.28, 0.27], [-0.02, 0.32, 0.04], [-0.64, 0.50, -0.11], [0.06, -0.25, 0.08], [-0.97, -1.10, -1.14], [-0.94, 1.27, 1.18], [0.01, 1.17, -0.25], [3.36, 2.02, 0.28], [-3.85, -2.43, -0.11], [0.25, -0.17, 0.04], [0.13, -0.24, -0.25], [0.53, 0.61, 0.54], [0.70, -0.31, 0.26], [0.61, -0.12, -0.39], [0.14, -0.64, 0.00], [0.13, -0.15, -0.32], [-0.53, 1.34, 0.84], [1.42, 0.14, 0.31], [0.36, -0.02, 0.75], [-0.50, 0.09, -0.10], [-0.08, 0.72, -0.05], [0.23, -0.12, 0.06], [-0.41, -0.29, -0.87], [-0.17, 0.00, 0.39], [0.00, -0.50, 0.00], [0.09, 0.07, 0.04], [-0.12, -0.43, 0.31], [0.37, -0.15, -0.79]],
  "de_lowest_kj_mol": 66.41,
  "homo_lumo_gap_ev": [9.10, 2.73],
  "charge": 2,
  "multiplicity": 2,
  "total_energy_ev": -54888.805
}

***

Record 3
{
  "formula": "C20H35F2GeN4O3RbS",
  "method": "the ωB97M-V functional and the def2-TZVPD basis",
  "species": ["Rb", "N", "C", "S", "N", "N", "C", "C", "C", "C", "C", "C", "N", "H", "H", "H", "H", "H", "H", "H", "C", "C", "C", "C", "O", "Ge", "O", "C", "C", "C", "C", "O", "C", "C", "C", "C", "H", "H", "H", "H", "H", "H", "H", "H", "H", "H", "H", "H", "H", "H", "H", "H", "H", "H", "H", "H", "H", "H", "H", "H", "H", "H", "H", "F", "C", "F", "H"],
  "positions_angstrom": [[-0.8208, 0.0246, 0.4832], [-1.4423, 4.3334, 3.1372], [-1.5581, 2.9615, 3.1957], [-3.0663, 2.2856, 2.7618], [-0.4819, 2.3541, 3.6357], [-0.2830, 1.0664, 3.4081], [0.4215, 0.4304, 4.2699], [0.8117, -0.9563, 4.0797], [1.7359, -1.5352, 4.9628], [2.1300, -2.8446, 4.7784], [1.5893, -3.5688, 3.7245], [0.6700, -2.9261, 2.9091], [0.2871, -1.6658, 3.0681], [-2.3116, 4.8317, 3.1904], [-0.6596, 4.7269, 3.6363], [0.7727, 0.9293, 5.1757], [2.1456, -0.9445, 5.7722], [2.8530, -3.2997, 5.4445], [1.8803, -4.5924, 3.5318], [0.2079, -3.4621, 2.0856], [0.6045, 3.4102, -0.7500], [1.7720, 2.4809, -1.1145], [2.3536, 2.9152, -2.4690], [2.8628, 2.6028, -0.0422], [1.3469, 1.1468, -1.1298], [0.5247, 0.2306, -2.6198], [0.3503, -1.4340, -1.6579], [1.3290, -2.4198, -1.4894], [2.0800, -2.6978, -2.7997], [0.6033, -3.6966, -1.0459], [2.3390, -1.9932, -0.4136], [-1.2491, 0.8133, -2.1428], [-2.4424, 0.4850, -2.8073], [-3.4620, 1.5859, -2.4913], [-2.9883, -0.8611, -2.3035], [-2.2408, 0.4148, -4.3283], [0.9215, 4.4555, -0.7504], [-0.2034, 3.2765, -1.4724], [0.2238, 3.1635, 0.2444], [2.7718, 3.9222, -2.4099], [3.1400, 2.2208, -2.7734], [1.5718, 2.9008, -3.2319], [3.1721, 3.6426, 0.0869], [2.4782, 2.2261, 0.9076], [3.7320, 2.0049, -0.3259], [1.3632, -2.9051, -3.5972], [2.6662, -1.8228, -3.0887], [2.7481, -3.5552, -2.6916], [-0.0522, -4.0471, -1.8459], [1.3073, -4.4916, -0.7874], [-0.0202, -3.4652, -0.1800], [2.7112, -0.9962, -0.6568], [1.8494, -1.9455, 0.5610], [3.1810, -2.6867, -0.3470], [-3.5742, 1.6837, -1.4097], [-3.1159, 2.5420, -2.8884], [-4.4357, 1.3496, -2.9280], [-3.3548, -0.7489, -1.2801], [-3.8118, -1.2178, -2.9257], [-2.1811, -1.5966, -2.3086], [-1.7666, 1.3333, -4.6801], [-1.5873, -0.4229, -4.5831], [-3.1966, 0.2900, -4.8418], [-3.1564, -2.5263, 1.2038], [-3.5919, -1.3395, 1.6391], [-4.7117, -1.0341, 0.9969], [-3.7425, -1.3410, 2.7189]],
  "forces_ev_per_a": [[0.01, 0.22, 0.62], [0.08, 0.06, 0.12], [-0.36, -0.28, -0.27], [0.04, -0.26, -0.22], [0.79, 0.87, 0.52], [-0.51, -0.70, -0.30], [0.03, 0.34, 0.09], [0.07, -0.36, -0.07], [-0.04, 0.04, -0.02], [-0.03, -0.04, -0.05], [0.04, 0.02, 0.02], [0.00, -0.08, 0.10], [-0.07, 0.08, -0.15], [-0.06, 0.03, -0.02], [0.01, -0.06, 0.00], [0.04, 0.06, -0.06], [-0.03, 0.03, -0.01], [0.00, 0.01, 0.01], [-0.05, -0.01, 0.00], [0.04, 0.02, -0.01], [0.04, -0.24, -0.08], [0.15, 0.56, 0.01], [-0.12, -0.18, 0.09], [-0.12, -0.14, -0.10], [-0.55, -0.80, -0.29], [0.07, 0.10, 0.06], [-0.36, 0.68, 0.00], [0.38, -0.29, -0.05], [-0.13, 0.10, 0.06], [0.00, 0.18, -0.10], [-0.13, 0.09, -0.13], [0.60, -0.14, 0.15], [-0.31, 0.02, -0.32], [0.17, -0.08, 0.01], [0.27, 0.13, 0.03], [0.11, -0.03, 0.17], [-0.02, 0.02, 0.02], [-0.02, 0.02, 0.04], [-0.02, 0.05, 0.00], [-0.02, 0.02, 0.01], [0.00, 0.02, -0.02], [0.06, 0.05, -0.04], [0.01, 0.00, 0.01], [0.02, 0.03, 0.02], [0.00, 0.00, 0.02], [0.01, 0.00, -0.01], [0.03, -0.05, -0.04], [0.03, 0.01, 0.00], [0.00, -0.01, 0.01], [0.00, 0.00, 0.02], [0.01, -0.06, 0.02], [0.03, -0.02, 0.06], [0.03, 0.04, 0.05], [-0.03, -0.05, 0.01], [-0.02, 0.03, 0.00], [0.00, 0.00, 0.01], [-0.01, 0.02, 0.01], [-0.03, -0.07, 0.00], [-0.04, 0.01, 0.03], [-0.05, -0.04, -0.02], [0.00, -0.01, -0.01], [-0.03, 0.01, -0.07], [0.00, -0.03, -0.01], [0.33, -0.01, -0.16], [-0.70, -0.60, 0.43], [-0.03, 0.28, -0.24], [0.39, 0.37, 0.04]],
  "de_lowest_kj_mol": 165.80,
  "homo_lumo_gap_ev": [6.57, 6.56],
  "charge": -1,
  "multiplicity": 2,
  "total_energy_ev": -106854.920
}

***

Q: The highest charge belongs to which entry?
A: C20H35ClMgN5O4